1.
Below is a 2-piece molecular cluster, ClO2PS overall, with properties calculated with ωB97M-V/def2-TZVPD.

Last column: Mulliken charge in e.
Cartesian coordinates (Å):
O: 0.5826 -0.4829 -0.7186  -0.227
O: -0.5064 1.5293 3.2133  -0.366
P: -0.6010 0.8070 1.9699  0.527
S: -0.2169 -0.4601 -1.9607  0.226
Cl: 0.7667 -0.7103 1.8328  -0.161

## Properties
gap between HOMO and LUMO (spin up / spin down): 7.8 / 7.7 eV
charge: 0

=====

2.
Below is an isolated ion of composition C5H15N2 and charge +1, with properties calculated with ωB97M-V/def2-TZVPD.

Last column: Mulliken charge in e.
Cartesian coordinates (Å):
C: 0.7047 2.0772 0.5268  -0.674
C: 1.5290 0.9241 0.0438  -0.526
C: 0.4802 -0.2616 0.0421  -0.712
C: -0.6174 -0.2028 -0.9393  -0.390
C: -1.4351 -1.4855 -0.9556  -0.694
N: -0.4231 -2.6596 -0.9302  -0.518
N: -0.0686 1.6571 1.8222  -0.403
H: 1.4145 2.8490 0.9108  0.386
H: 0.0086 2.4645 -0.1585  0.375
H: 2.0575 0.9539 -0.9601  0.334
H: 2.3324 0.6078 0.7479  0.281
H: -0.0835 -0.5534 1.0411  0.233
H: 0.9684 -1.2400 0.0917  0.488
H: -1.2456 0.6477 -0.8612  0.362
H: -0.1378 -0.1196 -1.8796  0.292
H: -2.0463 -1.5172 -1.8990  0.416
H: -2.1412 -1.6866 -0.1156  0.270
H: -0.3122 -3.2687 -0.1682  0.184
H: -0.6072 -3.2225 -1.7753  0.196
H: -0.2495 2.5280 2.4257  0.404
H: -0.9902 1.2100 1.5936  0.344
H: 0.5063 1.0570 2.4558  0.350

## Properties
gap between HOMO and LUMO: 8.6 eV
charge: +1

=====

Here are the calculated relative energy (zero: lowest compared OMol25 entry of this formula, charge and spin) numbers, same order: 128.5, 209.9 (kJ/mol).
Here are the calculated electronic energy numbers, same order: -1350.17167, -308.71272 (a.u.).